A structure of composition C9H14ClFN3O. Source: the Open Molecules 2025 dataset; level of theory: ωB97M-V with the def2-TZVPD basis set.

Calculated values
Calculated total energy ... -31305.8627 eV
Net charge ... +1
HOMO ... -12.3 eV

Geometry as XYZ:
```
29
Properties=species:S:1:pos:R:3:mulliken_charge:R:1
Cl -1.691 0.253 1.693 -0.036
F -1.943 -2.218 0.644 -0.210
O 0.914 1.186 -2.879 -0.563
N 1.781 0.761 2.690 -0.440
N 0.738 2.727 -1.211 -0.385
N 0.020 2.102 1.155 -0.308
C -0.465 0.963 0.764 0.167
C -0.798 -2.933 0.797 0.955
C -1.650 0.670 -1.480 -1.344
C 1.554 -0.259 2.077 0.199
C 0.898 1.361 -1.458 -0.538
C 0.742 -1.114 1.521 -0.612
C -0.773 -4.237 0.511 -0.937
C 0.299 -2.346 1.409 0.156
C -0.255 0.598 -0.703 0.544
H -2.240 -0.301 -1.312 0.353
H 1.457 3.255 -1.563 0.263
H 0.580 2.701 0.165 0.443
H -2.343 1.361 -1.041 0.384
H 0.247 -4.757 0.671 0.192
H -0.060 2.700 2.033 0.274
H 1.077 -3.071 1.693 0.220
H 1.781 0.927 -1.099 0.339
H -1.770 0.869 -2.670 0.256
H -0.145 3.132 -1.608 0.335
H -0.072 -0.498 -0.785 0.275
H -1.517 -4.894 0.124 0.361
H 2.753 0.885 2.963 0.286
H 0.881 0.176 -3.102 0.370
```